# 1
A structure of composition BH22NiO9 at a distorted geometry, computed with ωB97M-V with the def2-TZVPD basis set.

Output
- lowest unoccupied orbital energy (alpha / beta) (eV) = -5.539 / -8.593
- 2S+1 = 3
- total charge = +1
- energy relative to the best compared isomer or geometry (same formula, charge and spin) (kcal per mole) = 170.6
- Kohn-Sham gap (alpha / beta) (Ha) = 0.266 / 0.154
- ⟨S²⟩ = 2.01

The geometry in XYZ format:
```
33
Properties=species:S:1:pos:R:3:forces:R:3:lowdin_spin:R:1
O 3.309 0.224 -2.899 0.1 0.0 0.0 0.002
O -2.710 1.789 -3.396 0.0 -0.3 0.6 0.001
H 1.857 3.595 2.755 0.1 -0.1 0.3 0.000
H -3.331 1.928 -4.111 -0.3 0.0 -0.2 0.000
H -0.308 0.993 0.426 -2.6 2.5 1.4 0.027
H 1.658 -1.050 3.183 -0.1 0.1 -0.1 0.001
O 7.163 1.394 -0.026 0.1 -0.1 0.2 0.000
H 6.551 1.039 -0.671 -0.1 -0.1 -0.2 0.000
H 0.845 -5.979 -1.014 0.3 0.0 0.0 0.000
H 1.657 3.461 1.260 0.0 -0.1 -0.2 0.000
O -3.183 -2.899 -1.547 0.0 0.6 0.2 0.001
O 1.935 4.082 1.934 0.0 0.2 -0.1 0.000
H -2.368 -3.401 -1.558 0.3 -0.2 0.1 0.000
H 2.795 0.276 -2.094 0.0 0.0 0.3 0.000
H -3.181 -0.817 3.729 0.1 0.1 0.3 0.000
Ni -2.976 0.289 -0.388 0.1 0.1 0.1 1.002
H -4.870 3.671 0.792 -0.3 0.0 0.0 0.000
O 2.238 -1.531 3.774 0.1 -0.1 -0.1 0.001
B 0.402 0.285 0.028 0.6 2.3 5.2 0.480
H -0.509 -6.616 -1.242 -0.1 -0.2 -0.1 0.000
H -1.849 1.905 -3.799 0.2 0.1 -0.1 0.000
O -3.961 3.370 0.800 0.2 -0.5 -0.2 0.001
H 1.997 -1.227 4.648 0.0 0.0 0.3 0.000
O -0.085 -5.870 -0.817 -0.2 0.3 0.0 0.000
O -3.404 -0.826 2.799 0.1 0.2 -0.6 0.001
H -3.841 -3.502 -1.893 -0.3 -0.1 -0.1 0.000
H -3.449 4.160 0.975 0.2 0.2 0.1 0.000
H -4.090 -1.490 2.723 -0.2 -0.2 0.0 0.000
H 0.304 0.292 -1.047 -0.2 -1.6 -5.7 0.276
H 2.666 0.316 -3.602 -0.1 0.0 -0.3 0.000
H 0.168 -0.752 0.214 -1.6 -4.7 -1.1 0.158
H 7.144 2.339 -0.171 0.1 0.3 0.0 0.000
H 1.426 0.553 0.236 3.6 1.5 0.0 0.051
```
Forces are in eV/Å.


# 2
A cluster of 2 separate species, C2H4O3 in total at a distorted geometry, computed with ωB97M-V with the def2-TZVPD basis set.

Output
- lowest unoccupied orbital energy (eV) = 0.729
- total charge = 0
- energy relative to the best compared isomer or geometry (same formula, charge and spin) (kcal per mole) = 41.0
- Kohn-Sham gap (Ha) = 0.401

The geometry in XYZ format:
```
9
Properties=species:S:1:pos:R:3:forces:R:3:mulliken_charge:R:1
O 0.988 -0.118 0.204 -0.1 0.3 -1.2 -0.411
O -0.540 1.124 -0.927 0.4 3.3 -0.9 -0.494
H 1.458 0.356 -0.528 -0.6 -0.8 0.7 0.338
H -0.091 1.902 -0.496 -0.8 -0.4 -1.4 0.350
C -0.390 0.237 0.029 -0.4 -1.6 5.9 -0.151
C 3.591 -0.034 -0.688 0.1 0.1 -0.2 0.083
O 3.950 -0.425 0.298 0.3 -0.2 0.3 -0.114
H -0.673 0.648 1.150 0.4 -0.5 -2.4 0.159
H -1.101 -0.595 -0.052 0.7 -0.3 -0.7 0.240
```
Forces are in eV/Å.


# 3
A structure of composition C41H30AuN8O2P2Se2 at a distorted geometry, computed with ωB97M-V with the def2-TZVPD basis set.

Output
- lowest unoccupied orbital energy (eV) = -5.435
- total charge = +1
- Kohn-Sham gap (Ha) = 0.164

The geometry in XYZ format:
```
86
Properties=species:S:1:pos:R:3:forces:R:3:mulliken_charge:R:1
P 0.173 1.564 0.027 -1.8 0.7 -0.1 1.274
O 8.539 -1.282 -4.365 0.4 0.0 -0.1 -0.470
P -3.664 0.103 0.795 -0.8 1.0 1.5 0.812
C 4.395 -1.257 -1.875 0.0 0.0 0.4 0.027
C 0.518 3.090 2.310 0.2 -0.1 0.1 -0.465
C 7.158 -1.224 -1.760 -0.1 0.0 -0.3 -1.156
H -1.397 5.281 4.013 -0.1 0.1 0.1 0.416
H -3.004 4.631 2.260 -0.1 0.0 0.0 0.446
C 5.127 -1.238 -3.037 0.4 0.0 -0.1 -1.408
C -5.266 -3.374 2.121 0.0 0.1 0.1 -0.754
H -7.481 -2.787 -0.365 -0.1 0.0 0.0 0.424
N 2.127 -3.284 -0.487 0.5 2.0 -0.7 -0.752
C -1.116 4.561 3.262 -0.1 0.0 -0.1 -0.578
C -0.386 2.721 1.320 0.3 -0.2 -0.5 0.714
C 6.521 -1.231 -3.001 -0.3 0.0 0.3 0.898
N 2.333 -1.440 2.483 0.5 -0.1 0.4 -0.007
C 3.633 -1.410 2.803 -0.8 -0.1 1.3 0.196
Au 2.059 -1.326 0.137 -0.6 1.2 -0.9 1.259
H 3.350 -1.123 6.164 0.0 0.0 0.0 0.453
C -4.440 -2.281 1.946 0.0 0.0 -0.1 -0.475
C -2.030 -0.471 0.323 0.3 0.3 -0.2 0.075
H 1.951 2.158 -2.184 -0.1 0.0 -0.1 0.263
C -4.276 1.077 -0.611 0.3 -0.4 0.1 0.080
Se -3.630 1.089 2.698 0.0 -0.3 -0.6 -0.297
H 3.316 -1.262 -1.922 0.0 0.0 -0.2 0.388
N -1.994 -1.808 0.160 0.0 0.0 -0.3 0.150
H 5.081 -1.272 4.393 0.1 0.0 0.0 0.460
H -6.026 -0.845 -0.694 0.0 0.0 0.0 0.287
C -4.847 2.335 -0.465 0.1 -0.1 0.1 -0.499
C 7.205 -1.237 -4.340 -0.3 0.0 -0.1 0.615
H -0.682 3.683 -5.174 0.0 0.1 -0.1 0.419
H 8.237 -1.191 -1.676 0.0 0.0 0.0 0.185
C -4.712 -1.371 0.928 0.2 0.2 -0.3 0.871
C 4.034 -1.301 4.139 0.1 -0.1 -0.6 -0.879
C 0.152 4.005 3.278 0.1 0.0 0.0 -0.822
H -3.684 -0.486 -1.964 0.0 -0.1 -0.1 0.536
C -5.266 3.021 -1.594 0.0 0.0 -0.1 -0.611
H 5.604 -1.737 1.976 0.1 0.2 -0.2 0.399
C -0.524 3.287 -4.184 0.1 0.0 0.0 -0.734
H 1.516 2.672 2.320 -0.1 0.0 0.1 0.279
H 0.390 -1.384 3.074 -0.2 0.0 0.1 0.635
C 1.802 -4.319 -0.028 -0.5 -1.7 1.0 0.629
C -4.134 0.495 -1.872 0.0 0.2 0.1 -0.059
C -0.723 0.000 0.143 -0.2 0.4 0.1 0.060
C -2.018 4.195 2.277 0.0 0.1 -0.1 -0.916
H -5.702 4.005 -1.496 0.0 0.1 0.0 0.452
H -2.592 3.383 -3.648 -0.1 0.0 0.0 0.540
H 8.949 -1.320 -3.492 -0.2 0.0 -0.1 0.279
C 0.952 2.426 -2.503 0.2 -0.1 0.1 -0.458
C 5.023 -1.290 -0.624 1.0 0.2 -1.7 1.545
C -1.410 2.587 -2.065 0.0 0.0 0.2 0.728
C 3.065 -1.211 5.126 -0.4 0.0 0.0 -0.357
H 0.866 4.287 4.036 0.1 0.0 0.1 0.438
C -1.599 3.114 -3.329 -0.1 0.0 0.0 -0.929
H -4.468 0.736 -3.966 0.0 0.0 -0.1 0.478
N 0.171 -7.331 0.702 0.0 -0.1 0.0 -0.447
H -2.373 3.000 0.539 0.0 0.1 0.1 0.492
C 1.413 -1.354 3.421 -0.2 0.0 0.0 -0.396
N -0.791 -2.165 -0.106 0.9 -1.7 -0.1 -1.199
H 6.943 -1.229 0.355 0.1 0.0 0.1 0.277
C 4.579 -1.493 1.712 0.2 0.1 -0.7 0.057
H 4.643 -1.226 -4.003 0.0 0.0 0.0 0.499
C -6.629 -2.650 0.281 -0.2 -0.1 0.1 -0.727
H -4.954 2.771 0.522 0.0 -0.1 0.1 0.508
C 0.860 -6.417 0.554 -1.5 -1.4 0.0 0.450
H 1.588 3.061 -4.439 0.1 0.0 -0.1 0.435
C -5.126 2.446 -2.847 0.0 0.0 0.0 -0.635
O 6.572 -1.210 -5.359 0.2 0.0 0.2 -0.532
H -7.015 -4.404 1.438 0.0 -0.1 0.0 0.400
C -4.569 1.183 -2.989 0.0 -0.1 -0.1 -0.889
C -0.128 2.250 -1.643 0.3 -0.2 0.4 0.505
C -5.811 -1.549 0.097 0.2 0.0 0.0 -0.458
Se 2.287 1.257 0.292 0.4 -1.7 0.1 -0.567
C -1.662 3.274 1.305 0.1 0.1 -0.2 -0.091
C 1.723 -1.240 4.768 0.4 0.0 0.1 -0.848
N 4.210 -1.295 0.495 -1.4 -0.6 1.3 0.131
H -3.582 -2.136 2.588 0.0 0.0 0.1 0.356
N 1.683 -5.443 0.463 1.7 1.8 -0.1 -0.510
N -0.005 -1.122 -0.134 1.2 0.2 0.2 0.474
C -6.363 -3.557 1.293 -0.1 0.1 -0.1 -0.520
H -2.262 2.432 -1.422 -0.1 0.0 0.0 -0.286
H -5.062 -4.079 2.911 0.0 -0.1 0.1 0.406
C 6.423 -1.251 -0.590 -0.4 0.0 0.4 -1.151
H -5.454 2.983 -3.724 -0.1 0.1 -0.1 0.476
C 0.751 2.938 -3.771 0.0 0.0 -0.1 -0.759
H 0.932 -1.183 5.499 0.0 0.0 0.1 0.464
```
Forces are in eV/Å.


Number 1: DFT total energy -60488.9492 eV. Number 2: DFT total energy -8279.7793 eV. Number 3: DFT total energy -211974.4155 eV.